# 1
DFT (wB97M-V/def2-TZVPD) results for a structure of composition C6H6 at a distorted geometry.

Output
HOMO, eV: -8.9
HOMO-LUMO gap, eV: 9.8
Total charge: 0

Positions of all 12 atoms, in Å:
1 C -0.030 0.469 -0.046
2 H 1.553 -0.956 -0.609
3 H 0.795 -0.053 -2.024
4 H -0.187 -1.276 -1.080
5 C -1.272 1.246 0.003
6 C -1.379 0.640 1.441
7 H -1.759 -0.296 1.685
8 H 0.945 0.729 2.046
9 C 0.154 0.913 1.279
10 C -1.044 2.050 1.345
11 C 0.606 -0.623 -1.095
12 H -2.169 1.533 -0.652

# 2
DFT (wB97M-V/def2-TZVPD) results for a structure of composition C31H16CoF14N7O4Se3 at a distorted geometry.

Output
2S+1: 4
HOMO (spin up / spin down), eV: -3.8 / -3.8
HOMO-LUMO gap (spin up / spin down), eV: 4.6 / 4.7
Total charge: -1

Positions of all 76 atoms, in Å:
1 C -0.533 3.536 1.381
2 H 4.703 -0.424 1.863
3 F 1.967 -3.765 -0.833
4 H -4.162 -0.135 4.647
5 C 2.935 -2.192 3.074
6 C 0.480 -7.052 -0.877
7 Se -0.903 -2.539 -0.845
8 H 3.206 1.752 -4.148
9 C 1.595 -0.134 -1.847
10 H 1.389 -1.164 -1.587
11 C 3.808 0.033 2.289
12 C 0.606 5.356 0.353
13 F 0.864 -8.337 -0.982
14 C 2.445 3.869 -2.619
15 N -2.367 -2.158 4.341
16 H 2.690 -0.648 -3.613
17 C 2.342 0.160 -2.986
18 F -3.552 2.858 -2.581
19 F -2.829 -1.062 -3.506
20 C -3.894 0.408 -1.374
21 C 2.147 2.467 -2.429
22 C -3.577 0.916 2.868
23 H -4.304 1.709 2.979
24 C -0.201 4.889 1.363
25 F -4.845 0.297 -2.325
26 H 1.656 -1.893 0.836
27 H 2.857 -1.949 4.133
28 H 2.215 -2.979 2.839
29 Se 3.309 6.087 -3.392
30 C 0.769 3.097 -0.458
31 O 2.416 -1.285 0.881
32 C -1.245 -5.400 -0.706
33 H 0.872 6.402 0.277
34 C -2.389 0.192 -3.430
35 C 1.020 -4.722 -0.806
36 F -2.181 2.915 -0.910
37 N -0.851 -2.009 2.241
38 C 1.425 -6.040 -0.878
39 N -1.748 0.064 1.546
40 C -2.471 0.764 -1.963
41 F -2.553 -5.125 -0.626
42 N -0.082 2.674 0.494
43 N 2.302 6.095 -1.926
44 C -0.324 -4.346 -0.737
45 C 1.105 4.457 -0.589
46 C -0.862 -6.725 -0.783
47 F -4.330 1.366 -0.513
48 H 3.937 -2.566 2.857
49 H -1.190 3.144 2.148
50 O 1.136 -0.209 3.993
51 Se -1.051 -3.069 3.629
52 C -2.412 2.324 -2.098
53 F -3.871 -0.728 -0.695
54 C 1.348 2.092 -1.337
55 C 2.643 -0.952 2.239
56 F -1.781 -7.707 -0.790
57 F -3.098 0.913 -4.332
58 C 1.951 4.854 -1.690
59 C 2.628 1.470 -3.279
60 H 3.553 0.926 1.719
61 N 1.105 0.800 -1.047
62 C -2.574 -1.114 3.554
63 H -0.582 5.553 2.125
64 C -1.713 -1.016 2.388
65 H -2.703 1.799 1.103
66 Co -0.231 0.438 0.345
67 O -1.463 0.264 -1.247
68 F -1.113 0.201 -3.849
69 C -2.675 0.966 1.793
70 O 0.850 0.603 1.929
71 C 1.412 -0.155 2.796
72 F -1.417 2.711 -2.917
73 H 4.001 0.311 3.325
74 F 2.730 -6.357 -0.971
75 C -3.526 -0.104 3.772
76 N 3.186 4.327 -3.599

Look up the total charge of the first one. 0

Which formula does entry 2 have? C31H16CoF14N7O4Se3

What is the formula in the second record? C31H16CoF14N7O4Se3

Look up the total charge of the first one. 0